Computed, not measured: the molecule C12H21N3O4, with wB97M-V/def2-TZVPD.

Relative energy (zero: lowest compared OMol25 entry of this formula, charge and spin) ... 0.0 kcal per mole
LUMO ... 0.77 eV
Molecular weight ... 271.3 g mol⁻¹
HOMO energy ... -0.3240 hartree
HOMO-LUMO gap ... 9.59 eV

```
40
Properties=species:S:1:pos:R:3:forces:R:3
C 4.03608 0.64872 1.22401 -0.2 -0.3 0.1
C 3.89369 -0.65189 2.00178 0.3 0.4 0.2
H 4.69838 -1.34843 1.75685 -0.1 0.1 0.1
H 3.88792 -0.45095 3.07818 0.1 -0.1 -0.2
O 2.69677 -1.34331 1.65204 -0.3 -0.1 -0.1
C 1.56937 -0.90878 2.25195 0.0 -0.2 0.0
O 1.53217 -0.04672 3.10017 0.2 0.4 0.2
N 0.48210 -1.59497 1.82601 0.0 0.0 -0.2
C -0.82392 -1.23774 2.32074 -0.1 0.2 0.1
H -1.34977 -2.15144 2.61497 0.0 0.1 0.0
H -0.68805 -0.60603 3.19935 -0.1 -0.1 -0.1
C -1.61389 -0.47694 1.23631 -0.1 0.0 0.3
N -1.26074 -0.97169 -0.08508 0.1 -0.1 -0.1
C -0.63532 -0.15781 -1.01116 -0.3 0.1 0.2
O 0.24591 -0.56894 -1.74236 0.3 -0.2 -0.3
N -1.07607 1.14918 -1.03926 0.2 0.1 0.0
C -2.48643 1.48958 -0.98418 -0.3 0.0 -0.3
H -3.03916 0.74915 -0.41121 0.0 0.1 0.0
H -2.58263 2.47066 -0.50692 -0.1 -0.1 0.0
C -3.06448 1.55468 -2.40674 -0.1 -0.1 0.4
O -2.35737 2.46188 -3.21558 -0.1 0.2 0.0
C -0.99432 2.09975 -3.30345 0.3 0.0 0.2
H -0.51778 2.85340 -3.93141 0.0 -0.1 0.0
C -0.35100 2.05639 -1.91604 0.1 0.0 -0.3
H 0.67993 1.71215 -1.99230 -0.1 0.1 0.0
H -0.38194 3.05134 -1.46150 0.0 0.0 -0.1
H -0.89619 1.11162 -3.77614 0.0 0.1 0.0
H -4.09795 1.90518 -2.38323 0.0 -0.1 0.0
H -3.02996 0.54730 -2.85270 0.0 0.1 0.0
C -0.81973 -2.35339 -0.07789 0.1 -0.1 -0.1
H -0.67686 -2.67313 -1.11021 0.0 -0.1 0.2
C 0.50282 -2.49447 0.68953 0.1 -0.2 -0.3
H 0.64580 -3.52962 1.02256 0.0 0.0 -0.1
H 1.33383 -2.21493 0.04022 -0.2 -0.1 0.1
H -1.61162 -2.95275 0.37774 0.0 0.0 0.0
H -1.37094 0.58536 1.28724 -0.1 -0.1 0.0
H -2.68878 -0.60869 1.41651 0.1 0.1 0.1
H 3.96454 0.45604 0.15612 0.0 0.0 -0.1
H 4.99883 1.10203 1.44211 0.1 0.1 0.0
H 3.24677 1.33820 1.51298 0.0 0.1 0.0
```
Positions in Å, forces in eV/Å.